49
Properties=species:S:1:pos:R:3 method="wB97M-V/def2-TZVPD" gap_ev=8.4 multiplicity=1 total_energy_ev=-37218.3799 relative_energy_kcal_mol=330.3 largest_force_ev_per_a=16.70 smiles="O=C(c1ccc2c(c1)OCO2)[C@H]1CCCN(Cc2ccc(OC(F)F)cc2)C1"
H -0.7872 1.0006 1.7438
C 0.8555 -4.8596 -1.9254
F -0.3595 7.5357 3.7833
H 0.9385 2.3395 -0.8313
C 1.3160 2.9333 2.0609
C 0.2757 -5.5585 -2.9774
C -0.4252 -4.8058 -4.0905
H -0.7858 -2.1820 -0.3753
C 1.2895 3.7814 3.0338
H 0.1110 -7.5250 -0.8553
C 0.9607 -0.0830 -0.8897
C 0.5810 -3.5423 -1.6623
C 0.3371 3.1264 1.0470
H 0.2659 6.8194 5.6618
H -0.7839 2.4338 -0.5989
H 1.3647 -0.7767 -0.4296
H -0.4740 -2.9702 -4.8436
C 0.3294 2.1222 -0.2120
H 1.0120 -3.0661 -0.8159
C -0.3022 -0.4073 -1.8048
C -0.2937 6.4140 4.7994
H 2.1246 2.2871 1.6227
C -1.1919 -1.3314 -0.7856
H -0.0423 -0.7421 1.7463
C -1.8362 -0.3032 0.3324
N 0.4693 0.8195 0.4167
C 0.1234 -1.1868 -2.8080
C 0.4348 4.7510 3.3328
O 1.1277 -5.7094 -0.8314
H -2.4435 -0.6898 1.1016
H 1.6459 0.5398 -1.5039
C -0.2757 -3.4472 -3.9133
H -0.7246 -5.4480 -4.8402
H -1.6275 5.5499 2.6172
C -0.3674 0.1522 1.1222
C 0.9897 -7.1904 -1.2345
F -1.4372 5.7846 5.0280
H -2.1745 -1.5141 -1.2902
C -0.7061 4.8820 2.3018
O 0.2834 -7.0542 -2.6142
O 0.8495 5.5539 4.4169
H 1.9464 -7.5961 -1.3718
H -0.8457 0.3579 -1.9879
H -1.4943 4.0172 0.8362
C 0.1803 -2.7189 -2.6358
H -2.4689 0.5040 0.1172
C -0.7273 4.0029 1.2454
H 2.2671 3.6992 3.6596
O 0.4955 -0.6993 -3.8981